[1]
C19H56F9NO26S | ωB97M-V/def2-TZVPD

XYZ file:
```
112
Properties=species:S:1:pos:R:3
O 2.693 1.859 1.909
C 2.136 1.471 0.925
C 1.625 2.435 -0.159
C 1.616 2.087 -1.439
C 1.091 3.085 -2.471
F 2.160 3.424 -3.268
F 0.686 4.252 -1.919
C 0.008 2.526 -3.447
F 0.473 1.484 -4.150
F -0.186 3.524 -4.398
C -1.406 2.234 -2.786
F -1.930 3.304 -2.119
F -2.315 1.924 -3.770
C -1.457 1.036 -1.772
F -2.771 0.618 -1.750
F -1.182 1.426 -0.520
F -0.745 -0.020 -2.124
C 2.186 0.696 -1.787
O 2.826 0.523 -2.782
C 1.892 -0.388 -0.742
C 1.864 -0.007 0.630
C 1.573 -0.930 1.637
C 1.302 -2.254 1.249
C 1.322 -2.658 -0.094
C 0.970 -4.116 -0.384
C 1.570 -5.055 0.468
C 1.249 -6.420 0.227
C 0.371 -6.612 -0.855
C -0.162 -5.584 -1.640
N 0.126 -4.306 -1.389
C 1.625 -1.728 -1.127
S 1.678 -2.215 -2.870
H 1.255 3.401 0.210
H 1.540 -0.594 2.678
H 1.056 -2.980 2.030
H 2.266 -4.763 1.284
H 1.644 -7.236 0.833
H 0.070 -7.642 -1.094
H -0.842 -5.790 -2.477
H 0.392 -2.208 -3.301
O -2.151 5.734 -3.888
H -2.717 5.189 -3.327
H -1.376 5.182 -4.029
O 4.413 -4.895 2.306
H 4.971 -5.573 2.713
H 5.007 -4.139 2.191
O -1.247 -2.713 3.131
H -2.121 -2.818 3.526
H -1.266 -1.819 2.776
O 6.265 -2.232 1.413
H 6.157 -2.267 0.455
H 7.196 -2.455 1.552
O 0.189 5.135 1.417
H -0.684 5.030 1.807
H 0.182 6.038 1.076
O -3.287 0.519 1.183
H -4.065 1.076 1.068
H -2.910 0.445 0.304
O -4.760 1.152 -5.206
H -4.431 0.275 -5.435
H -3.974 1.624 -4.892
O -3.631 -0.978 3.584
H -4.060 -0.448 4.269
H -3.343 -0.328 2.928
O -1.406 7.867 1.329
H -1.398 8.129 0.401
H -2.263 8.162 1.652
O -4.849 4.507 -2.782
H -5.809 4.595 -2.798
H -4.701 3.566 -2.924
O 6.386 -4.228 -0.869
H 6.278 -4.261 -1.826
H 7.314 -4.450 -0.731
O -6.130 1.558 -2.321
H -6.233 1.516 -3.282
H -5.205 1.334 -2.175
O -2.463 8.153 -2.387
H -3.273 8.031 -1.881
H -2.267 7.266 -2.738
O 5.496 -7.766 2.650
H 4.935 -8.310 3.215
H 6.273 -8.312 2.493
O 0.208 9.463 -1.225
H -0.732 9.341 -1.411
H 0.606 9.563 -2.096
O 3.622 -4.165 -4.971
H 3.195 -3.635 -4.286
H 3.906 -3.518 -5.625
O 9.047 -2.666 2.673
H 8.771 -3.270 3.373
H 9.204 -1.833 3.132
O -4.378 1.371 5.253
H -4.811 1.892 5.938
H -4.092 2.024 4.606
O -5.555 4.285 -5.462
H -5.225 3.410 -5.694
H -4.768 4.745 -5.146
O 3.155 -4.756 5.065
H 2.385 -4.192 4.948
H 3.532 -4.834 4.176
O -6.987 1.760 5.879
H -7.946 1.853 5.866
H -6.840 0.815 5.746
O -6.897 -0.085 7.900
H -6.136 -0.346 8.429
H -7.028 0.845 8.115
O -0.147 -1.267 -5.214
H -0.569 -0.738 -4.531
H 0.144 -0.618 -5.865
O 6.028 -5.535 5.689
H 5.065 -5.443 5.690
H 6.176 -6.475 5.546
```

- frontier orbital gap (eV) = 7.68
- strongest force on any atom (eV/Å) = 2.467
- LUMO level (eV) = -1.1551
- total charge = 0

Results of the Mulliken charge analysis, in e, for atoms 1 through 5:
1 O -0.54
2 C -0.59
3 C -0.06
4 C 0.16
5 C 0.92

=====

[2]
C19H56N2O9 | ωB97M-V/def2-TZVPD

XYZ file:
```
86
Properties=species:S:1:pos:R:3
N -0.509 0.930 -3.067
C -1.663 0.690 -2.503
N -2.144 -0.478 -2.722
O -2.309 1.573 -1.699
H -0.266 1.909 -3.114
H -0.120 0.272 -3.760
H -2.983 -0.666 -2.154
H -1.731 -1.279 -3.235
C -1.530 -3.153 1.544
C -2.468 -2.084 2.116
C -3.915 -2.196 1.658
O -2.481 -1.979 3.329
H -1.812 -4.161 1.964
H -0.497 -2.947 1.842
H -1.484 -3.241 0.440
H -2.021 -1.168 1.776
H -4.433 -3.119 1.931
H -4.020 -1.998 0.545
H -4.462 -1.442 2.196
H -3.015 -2.743 3.576
C 5.096 -1.930 1.127
C 3.685 -1.510 1.147
C 3.595 0.043 1.354
O 2.930 -1.911 0.222
H 5.681 -1.420 1.891
H 5.557 -1.602 0.199
H 5.192 -2.981 1.237
H 3.214 -1.966 2.019
H 2.636 0.442 1.466
H 4.005 0.591 0.520
H 4.096 0.303 2.284
H 2.722 -2.812 0.415
C -3.452 3.917 0.914
C -3.465 2.882 1.946
C -3.989 1.627 1.262
O -2.382 2.562 2.458
H -3.162 3.526 -0.081
H -2.784 4.707 1.163
H -4.361 4.352 0.665
H -4.108 3.137 2.759
H -3.286 1.207 0.528
H -4.914 1.734 0.737
H -4.247 0.781 1.927
H -1.823 2.102 1.798
C 0.366 4.241 0.891
C 0.818 3.834 -0.527
C 2.061 2.891 -0.403
O -0.100 3.273 -1.174
H 0.961 5.147 1.163
H 0.533 3.490 1.702
H -0.662 4.473 0.965
H 1.075 4.727 -1.049
H 1.781 1.938 0.065
H 2.895 3.371 0.078
H 2.362 2.706 -1.424
H -0.704 3.924 -1.528
C 0.849 -4.147 -4.013
C -0.178 -3.288 -3.376
C 0.193 -2.760 -2.028
O -0.511 -2.337 -4.085
H 1.389 -4.739 -3.344
H 1.579 -3.515 -4.527
H 0.345 -4.685 -4.792
H -1.023 -3.895 -3.353
H 0.550 -3.568 -1.368
H -0.765 -2.376 -1.644
H 0.820 -1.837 -2.064
H 0.278 -1.748 -4.283
C -0.115 -0.061 0.204
O -0.691 1.200 0.678
H 0.430 -0.588 1.035
H 0.569 0.186 -0.520
H -0.908 -0.687 -0.209
H -0.593 1.718 -0.169
C 4.223 0.184 -2.368
O 2.905 -0.094 -1.955
H 4.494 1.199 -2.192
H 4.435 -0.143 -3.412
H 4.903 -0.521 -1.941
H 2.855 -0.603 -1.164
C -0.106 0.217 3.905
O 0.726 1.112 3.127
H -1.049 0.711 3.911
H 0.190 0.136 4.968
H -0.173 -0.778 3.434
H 0.431 1.159 2.190
```

- frontier orbital gap (eV) = 8.94
- strongest force on any atom (eV/Å) = 12.352
- LUMO level (eV) = 0.2453
- total charge = 0
- structure (SMILES) = NC(N)=O.CC(C)O.CC(C)O.CC(C)O.CC(C)O.CC(C)O.CO.CO.CO
- relative energy (zero: lowest compared OMol25 entry of this formula, charge and spin) (kcal/mol) = 143.4

Results of the Mulliken charge analysis, in e, for atoms 1 through 5:
1 N -0.08
2 C 0.38
3 N -0.30
4 O -0.67
5 H 0.28

=====

[3]
C19H56N4O9 | ωB97M-V/def2-TZVPD

XYZ file:
```
88
Properties=species:S:1:pos:R:3
N 3.886 1.723 0.239
C 2.900 2.432 0.714
N 3.221 3.185 1.717
O 1.587 2.399 0.228
H 3.616 1.407 -0.690
H 4.860 1.688 0.482
H 2.487 3.885 1.933
H 4.189 3.346 1.998
N -1.184 5.250 -0.540
C -1.663 4.241 0.069
N -2.793 3.833 -0.385
O -1.025 3.620 1.126
H -0.197 5.502 -0.218
H -1.706 5.894 -1.160
H -3.273 3.159 0.265
H -3.127 3.890 -1.360
C 2.500 -1.382 4.135
C 3.436 -0.399 3.368
C 4.794 -0.976 3.137
O 2.958 -0.079 2.301
H 1.568 -0.812 4.341
H 2.986 -1.818 5.013
H 2.265 -2.266 3.510
H 3.757 0.389 4.059
H 5.588 -0.347 2.823
H 4.767 -1.839 2.446
H 5.196 -1.439 4.029
H 3.282 0.715 1.937
C -2.627 -4.370 1.318
C -1.637 -3.271 1.516
C -0.574 -3.590 2.640
O -1.014 -2.938 0.495
H -2.999 -4.691 2.329
H -2.228 -5.292 0.796
H -3.508 -3.947 0.829
H -2.132 -2.439 1.929
H -1.047 -3.712 3.658
H 0.216 -2.843 2.782
H -0.034 -4.541 2.427
H -0.611 -2.096 0.632
C -3.954 -1.361 -3.226
C -2.818 -1.966 -2.373
C -1.786 -0.868 -2.066
O -3.133 -2.471 -1.287
H -3.520 -0.884 -4.085
H -4.450 -0.571 -2.739
H -4.660 -2.122 -3.501
H -2.319 -2.856 -2.783
H -1.352 -0.517 -3.012
H -0.937 -1.133 -1.455
H -2.174 -0.025 -1.523
H -2.320 -2.749 -0.818
C 3.973 -1.521 -0.530
C 2.389 -1.484 -0.618
C 1.763 -2.281 -1.791
O 1.877 -1.991 0.395
H 4.332 -2.472 -0.313
H 4.408 -0.849 0.206
H 4.359 -1.192 -1.465
H 1.997 -0.493 -0.726
H 0.722 -2.168 -1.862
H 2.010 -3.364 -1.808
H 2.060 -1.818 -2.751
H 2.179 -1.610 1.251
C -0.469 2.207 -2.364
C -1.131 2.713 -3.656
C -0.129 2.865 -4.824
O -2.208 2.140 -3.932
H 0.074 1.257 -2.459
H -1.304 2.147 -1.653
H 0.254 2.991 -2.066
H -1.430 3.705 -3.439
H 0.302 1.898 -4.996
H 0.743 3.517 -4.531
H -0.658 3.397 -5.651
H -2.701 2.188 -3.114
C -0.519 0.406 1.922
O -0.580 0.487 0.533
H 0.350 -0.172 2.182
H -1.403 -0.151 2.281
H -0.367 1.399 2.396
H 0.060 1.120 0.203
C -4.351 0.376 0.805
O -3.504 1.481 1.054
H -4.310 0.104 -0.250
H -5.382 0.584 1.148
H -4.044 -0.519 1.365
H -2.620 1.151 1.058
```

- frontier orbital gap (eV) = 8.40
- strongest force on any atom (eV/Å) = 11.933
- LUMO level (eV) = -0.1057
- total charge = 0
- structure (SMILES) = NC(N)=O.NC(N)=O.CC(C)O.CC(C)O.CC(C)O.CC(C)O.CC(C)O.CO.CO
- relative energy (zero: lowest compared OMol25 entry of this formula, charge and spin) (kcal/mol) = 169.1

Results of the Mulliken charge analysis, in e, for atoms 1 through 5:
1 N -0.37
2 C -0.15
3 N -0.25
4 O -0.57
5 H 0.23

=====

[4]
C19H56N8O9 | ωB97M-V/def2-TZVPD

XYZ file:
```
92
Properties=species:S:1:pos:R:3
N -21.069 6.851 -18.518
C -21.299 5.584 -18.743
N -20.248 4.775 -18.624
O -22.393 5.178 -19.047
H -20.193 7.103 -18.082
H -21.803 7.528 -18.668
H -19.303 5.128 -18.571
H -20.407 3.778 -18.667
N -18.265 4.608 -10.761
C -17.587 5.284 -11.664
N -18.376 5.767 -12.606
O -16.393 5.298 -11.649
H -17.758 4.119 -10.038
H -19.168 4.333 -11.120
H -19.369 5.584 -12.576
H -18.012 6.183 -13.452
N -7.230 10.184 -18.269
C -7.532 9.194 -17.562
N -6.520 8.444 -17.341
O -8.699 8.969 -17.159
H -7.972 10.780 -18.605
H -6.263 10.209 -18.561
H -6.637 7.587 -16.818
H -5.633 8.665 -17.769
N -14.104 8.753 -18.532
C -14.681 8.038 -17.575
N -13.813 7.497 -16.797
O -15.878 7.787 -17.505
H -14.688 9.206 -19.220
H -13.150 9.036 -18.360
H -14.111 6.861 -16.071
H -12.857 7.812 -16.873
C -18.285 8.360 -24.214
C -18.038 8.446 -25.707
C -17.807 7.001 -26.143
O -19.068 9.007 -26.432
H -18.425 9.335 -23.748
H -17.434 7.961 -23.662
H -19.138 7.730 -23.962
H -17.172 9.055 -25.968
H -17.636 6.943 -27.218
H -18.659 6.360 -25.911
H -16.896 6.512 -25.798
H -18.963 9.958 -26.349
C -16.522 15.242 -20.813
C -17.142 16.654 -20.965
C -16.281 17.645 -21.701
O -18.299 16.410 -21.700
H -15.742 15.302 -20.055
H -16.186 14.909 -21.796
H -17.165 14.488 -20.358
H -17.497 16.948 -19.977
H -15.233 17.641 -21.401
H -16.673 18.630 -21.449
H -16.293 17.511 -22.783
H -18.832 17.208 -21.682
C -14.223 -0.137 -21.576
C -13.515 0.688 -20.558
C -14.087 2.014 -20.286
O -13.499 -0.014 -19.318
H -13.731 -1.073 -21.841
H -14.475 0.440 -22.466
H -15.128 -0.413 -21.036
H -12.477 0.860 -20.842
H -15.159 2.029 -20.091
H -13.926 2.596 -21.194
H -13.565 2.526 -19.478
H -14.429 -0.160 -19.130
C -8.021 2.195 -12.354
C -8.228 2.371 -13.837
C -9.687 2.881 -14.155
O -7.287 3.315 -14.202
H -7.998 3.162 -11.852
H -7.116 1.624 -12.144
H -8.763 1.499 -11.962
H -8.101 1.382 -14.277
H -9.844 3.012 -15.226
H -9.863 3.759 -13.533
H -10.462 2.153 -13.916
H -6.663 3.481 -13.492
C -19.184 13.855 -14.831
C -18.171 13.584 -13.753
C -16.753 13.417 -14.219
O -18.272 14.686 -12.951
H -20.149 14.123 -14.400
H -19.405 12.923 -15.351
H -18.963 14.633 -15.562
H -18.379 12.700 -13.150
H -16.153 13.163 -13.345
H -16.334 14.249 -14.784
H -16.669 12.516 -14.826
H -18.023 15.455 -13.470
```

- frontier orbital gap (eV) = 9.79
- strongest force on any atom (eV/Å) = 7.299
- LUMO level (eV) = 0.2664
- total charge = 0
- structure (SMILES) = NC(N)=O.NC(N)=O.NC(N)=O.NC(N)=O.CC(C)O.CC(C)O.CC(C)O.CC(C)O.CC(C)O
- relative energy (zero: lowest compared OMol25 entry of this formula, charge and spin) (kcal/mol) = 84.4

Results of the Mulliken charge analysis, in e, for atoms 1 through 5:
1 N -0.38
2 C 0.66
3 N -0.39
4 O -0.65
5 H 0.17

=====

[5]
C19H57N9O5P3Si | ωB97M-V/def2-TZVPD

XYZ file:
```
94
Properties=species:S:1:pos:R:3
O -6.708 -3.559 -2.586
C -6.171 -4.632 -2.971
O -6.715 -5.477 -3.750
Si -4.382 -4.869 -2.278
H -3.835 -6.053 -2.986
H -3.675 -3.628 -2.623
H -4.461 -5.105 -0.821
O -4.268 0.288 1.013
P -5.486 0.950 0.376
N -5.853 -0.383 -0.659
C -6.562 -0.353 -1.934
C -6.204 -1.627 0.035
N -4.533 2.109 -0.506
C -4.429 2.110 -1.952
C -3.228 2.446 0.057
N -6.944 1.807 -0.152
C -6.940 3.276 0.044
C -8.123 1.326 0.608
H -7.640 -0.175 -1.820
H -6.450 -1.310 -2.453
H -6.172 0.383 -2.630
H -7.259 -1.641 0.340
H -5.603 -1.778 0.935
H -6.026 -2.496 -0.602
H -3.968 1.192 -2.335
H -3.829 2.958 -2.300
H -5.404 2.262 -2.418
H -2.475 1.681 -0.170
H -3.287 2.567 1.139
H -2.870 3.401 -0.342
H -6.675 3.544 1.071
H -7.926 3.692 -0.181
H -6.257 3.782 -0.633
H -8.005 1.494 1.683
H -8.293 0.260 0.453
H -9.033 1.829 0.275
O -0.449 -4.424 -0.129
P 0.327 -3.116 -0.070
N 1.078 -3.477 1.457
C 1.572 -2.533 2.443
C 1.953 -4.647 1.451
N -1.081 -2.148 0.206
C -1.330 -1.449 1.453
C -2.353 -2.676 -0.295
N 1.276 -1.630 -0.214
C 0.731 -0.600 -1.127
C 2.627 -1.927 -0.768
H 2.500 -2.032 2.132
H 1.787 -3.050 3.383
H 0.849 -1.769 2.707
H 2.957 -4.408 1.074
H 1.552 -5.448 0.829
H 2.058 -5.063 2.457
H -1.437 -2.140 2.300
H -2.244 -0.852 1.390
H -0.544 -0.718 1.661
H -2.770 -3.437 0.375
H -2.236 -3.108 -1.284
H -3.093 -1.875 -0.396
H 0.504 -1.030 -2.106
H 1.446 0.217 -1.260
H -0.167 -0.122 -0.743
H 2.560 -2.380 -1.762
H 3.191 -2.608 -0.128
H 3.227 -1.017 -0.839
O 5.563 0.367 0.163
P 6.385 1.645 0.075
N 7.180 1.372 1.596
C 7.735 2.369 2.495
C 8.024 0.178 1.643
N 5.000 2.652 0.338
C 4.808 3.424 1.550
C 3.718 2.097 -0.106
N 7.366 3.091 -0.200
C 6.809 4.077 -1.157
C 8.686 2.717 -0.766
H 8.664 2.819 2.118
H 7.970 1.912 3.461
H 7.044 3.170 2.729
H 9.020 0.362 1.216
H 7.581 -0.653 1.094
H 8.155 -0.168 2.671
H 4.724 2.787 2.438
H 3.900 4.032 1.485
H 5.610 4.153 1.685
H 3.321 1.367 0.609
H 3.812 1.616 -1.080
H 2.974 2.890 -0.227
H 6.527 3.606 -2.101
H 7.543 4.860 -1.364
H 5.943 4.598 -0.758
H 8.581 2.195 -1.722
H 9.244 2.066 -0.090
H 9.310 3.600 -0.918
```

- frontier orbital gap (eV) = 4.00
- strongest force on any atom (eV/Å) = 8.568
- LUMO level (eV) = 0.2969
- total charge = -1

Results of the Mulliken charge analysis, in e, for atoms 1 through 5:
1 O -0.59
2 C 0.28
3 O -0.74
4 Si 0.71
5 H -0.28